1.
30
Properties=species:S:1:pos:R:3:forces:R:3:lowdin_charge:R:1 method="wB97M-V/def2-TZVPD" multiplicity=1 lumo_energy_ev=0.461 e_tot_ha=-578.588786 smiles=CO.CO.CO.CO.CO
C 3.826806 3.258572 -1.092468 -0.095 -0.278 -0.333 -0.156
O 3.141092 3.339612 0.153881 0.036 0.032 -0.147 -0.127
H 3.492528 2.392190 -1.674629 -0.047 0.056 0.047 0.072
H 3.683494 4.156309 -1.697999 0.038 0.047 0.060 0.077
H 4.891833 3.127167 -0.918600 -0.013 0.088 0.259 0.077
H 2.277828 3.719610 -0.029352 0.010 0.063 0.119 0.069
C -2.029405 -3.273295 0.341316 -0.136 0.816 0.197 -0.174
O -1.737284 -3.963756 -0.854499 -0.119 -0.038 0.031 -0.113
H -1.142997 -2.795058 0.773022 0.055 -0.274 0.102 0.065
H -2.699291 -2.442627 0.104910 -0.016 -0.163 -0.237 0.064
H -2.550155 -3.860864 1.101442 0.189 -0.275 -0.069 0.079
H -1.123544 -4.674626 -0.655336 0.020 -0.044 -0.005 0.076
C 1.977656 1.492079 3.339454 0.211 -0.030 0.123 -0.157
O 1.788417 0.312183 4.114026 -0.165 0.044 -0.096 -0.125
H 1.303017 2.250284 3.730991 -0.053 -0.011 -0.015 0.078
H 3.001468 1.863261 3.437779 -0.015 0.016 -0.064 0.078
H 1.770357 1.333533 2.279278 -0.042 -0.002 -0.010 0.058
H 2.119353 -0.435811 3.612427 0.083 -0.017 0.008 0.068
C 0.314656 -0.412299 -0.259054 -0.253 -0.017 0.198 -0.171
O 1.392015 0.409098 -0.664863 0.064 -0.012 -0.096 -0.120
H 0.254159 -0.516209 0.832438 0.101 0.029 -0.051 0.069
H -0.656252 -0.040511 -0.604128 0.075 -0.005 -0.096 0.075
H 0.474321 -1.398954 -0.688488 0.020 0.006 -0.037 0.077
H 1.196221 1.325729 -0.455179 0.032 -0.021 0.114 0.058
C -3.935226 -1.104824 -2.533331 0.133 0.311 0.380 -0.159
O -4.851656 -0.018002 -2.470205 -0.007 -0.067 -0.016 -0.123
H -3.108133 -0.959973 -1.827666 0.021 -0.024 -0.113 0.058
H -4.405590 -2.061415 -2.297494 -0.050 -0.050 -0.189 0.078
H -3.526143 -1.102961 -3.537740 -0.019 -0.187 -0.077 0.080
H -5.139557 0.081558 -1.559923 -0.056 0.007 0.016 0.069

2.
30
Properties=species:S:1:pos:R:3:forces:R:3:lowdin_charge:R:1 method="wB97M-V/def2-TZVPD" multiplicity=1 lumo_energy_ev=0.416 e_tot_ha=-578.603625 smiles=CO.CO.CO.CO.CO
C 2.842883 -0.299728 0.823722 0.901 0.349 0.161 -0.157
O 3.711167 0.251943 -0.155858 -0.064 0.025 -0.018 -0.134
H 2.749664 -1.380986 0.699249 -0.419 0.021 -0.085 0.074
H 3.331701 -0.138273 1.790112 -0.104 -0.015 -0.040 0.079
H 1.894725 0.233707 0.840554 -0.289 -0.338 -0.056 0.053
H 3.193362 0.378817 -0.965057 0.003 -0.155 0.058 0.029
C 0.532456 0.257769 -2.575248 0.520 -0.630 0.305 -0.113
O 1.769666 0.844014 -2.142223 0.115 0.204 -0.371 -0.135
H 0.760929 -0.442342 -3.380931 0.119 0.165 -0.051 0.083
H 0.157922 -0.335280 -1.739406 -0.495 0.249 -0.105 0.053
H -0.184495 0.980883 -2.956446 -0.029 0.116 0.187 0.079
H 1.640329 1.742145 -1.828970 -0.221 -0.006 -0.049 0.086
C -2.830987 0.858479 -1.222158 -0.842 0.295 0.619 -0.170
O -3.812715 1.308936 -2.156324 0.274 -0.133 -0.134 -0.124
H -1.971421 1.528949 -1.160346 0.154 -0.169 -0.222 0.068
H -3.274941 0.809754 -0.216378 0.138 -0.032 -0.079 0.078
H -2.552153 -0.155229 -1.477705 0.239 0.039 -0.216 0.067
H -4.074727 2.204370 -1.930409 0.024 0.001 0.056 0.069
C 0.031780 1.144296 2.884513 -0.937 -0.144 -0.248 -0.120
O -0.377522 -0.232484 2.834678 0.100 0.163 0.098 -0.138
H 0.932831 1.268582 3.477051 0.129 0.053 -0.070 0.082
H 0.150180 1.471298 1.852971 0.407 -0.040 0.050 0.074
H -0.785623 1.755562 3.278923 0.195 0.013 0.201 0.083
H -0.974521 -0.404239 3.566983 0.060 -0.040 0.039 0.090
C -0.399677 -2.592721 0.147663 -0.374 0.076 0.039 -0.149
O -0.753045 -1.220452 0.234619 -0.026 -0.101 -0.016 -0.161
H -0.331729 -2.842817 -0.910664 0.184 0.017 0.014 0.076
H 0.546326 -2.806646 0.649575 0.061 -0.006 -0.084 0.071
H -1.178978 -3.239115 0.571161 0.076 0.061 0.059 0.076
H -0.743387 -0.949179 1.166338 0.102 -0.036 -0.042 0.032

3.
33
Properties=species:S:1:pos:R:3:forces:R:3:lowdin_charge:R:1 method="wB97M-V/def2-TZVPD" multiplicity=1 lumo_energy_ev=-2.569 e_tot_ha=-688.663424 charge=+1
O 1.822290 0.185673 0.953055 -0.104 0.108 0.041 0.052
C 1.445201 0.027634 -0.205351 0.575 -0.087 0.811 -0.449
N 2.308147 -0.039577 -1.227204 -0.504 -0.017 -0.849 0.055
C 1.934540 -0.185573 -2.632907 0.422 -0.262 0.024 -0.048
C -0.046150 -0.106890 -0.469185 0.108 0.565 -0.563 -0.222
N -0.699986 -0.480437 0.804572 -0.111 0.049 0.910 0.199
C -2.057686 1.088525 -1.453675 -0.032 0.176 -0.229 -0.069
C -0.624881 1.226052 -0.975105 0.215 0.046 0.256 -0.180
H 3.290276 0.098037 -1.039267 -0.185 0.045 0.367 0.156
H 1.479167 0.715788 -3.037637 -0.064 -0.050 -0.043 0.083
H 2.847687 -0.388987 -3.188575 -0.032 0.106 -0.038 0.096
H 1.298260 -1.056510 -2.789904 -0.158 0.129 0.040 0.092
H -0.258935 -0.890927 -1.197507 -0.016 -0.084 0.134 0.144
H -1.653742 -0.798866 0.637682 -0.118 -0.145 -0.268 0.125
H -0.729073 0.286478 1.531300 0.228 0.119 -0.477 0.121
H -0.233577 -1.277371 1.246624 0.143 -0.076 -0.077 0.123
H -2.397236 2.030064 -1.885597 -0.062 -0.016 0.114 0.087
H -2.121536 0.340275 -2.243667 -0.073 -0.099 0.020 0.085
H -2.749516 0.820552 -0.653528 0.012 0.008 -0.014 0.080
H -0.528522 1.967684 -0.178553 -0.127 -0.060 0.108 0.116
H 0.010406 1.619843 -1.768133 -0.035 -0.201 -0.132 0.110
H -0.062158 2.331012 2.302932 -0.157 -0.190 0.170 0.015
H -1.104391 1.887267 3.379096 -0.035 0.023 0.098 0.065
O -0.873349 1.787068 2.453260 0.161 -0.052 -0.312 -0.064
H -1.501371 -3.258957 0.416377 -0.118 0.260 -0.160 0.022
H -2.811070 -3.158198 -0.370920 -0.567 -0.246 -0.265 0.054
O -2.045112 -2.652822 -0.122954 0.531 -0.017 0.330 -0.050
H 2.104336 2.265521 1.764226 0.028 -0.152 0.026 0.040
H 1.942720 3.621142 2.501944 0.003 -0.061 -0.092 0.075
O 1.497472 3.000553 1.913462 -0.020 0.144 0.011 -0.039
H -0.218711 -3.760479 2.528336 0.041 0.174 -0.358 0.087
H 0.780236 -3.834110 1.368709 -0.025 0.021 -0.017 0.078
O -0.043736 -3.409463 1.638079 0.074 -0.159 0.433 -0.039

4.
35
Properties=species:S:1:pos:R:3:forces:R:3:lowdin_charge:R:1 method="wB97M-V/def2-TZVPD" multiplicity=1 lumo_energy_ev=0.458 e_tot_ha=-859.777238 smiles="NC(=O)CCCC=O.O.O.O.O.O.O"
N 1.628043 -2.571882 -1.072811 -2.261 1.032 -2.290 0.160
C 1.532804 -1.315410 -0.501838 0.943 -2.283 2.286 -0.492
O 2.340588 -1.198906 0.426681 -0.308 1.568 0.127 -0.001
C 0.472091 -0.283436 -0.810917 0.559 -0.696 -3.936 -0.095
C 1.172483 0.798027 -1.762241 -0.790 -2.391 1.309 -0.156
C 2.092780 1.603806 -0.873374 0.138 1.083 -1.111 -0.133
C 1.313635 2.855410 -0.563097 -0.347 0.662 0.871 -0.205
O 0.119465 2.914879 -0.351284 0.546 -0.606 -0.212 0.031
H 2.386135 -3.173897 -0.833302 0.423 0.156 0.333 0.097
H 1.102558 -2.825405 -1.918875 0.307 0.249 0.782 0.115
H -0.066696 0.151116 -0.002856 0.124 0.259 0.956 0.094
H -0.270439 -0.688330 -1.519198 0.019 -0.377 0.656 0.103
H 0.367738 1.241591 -2.317464 -0.361 1.323 0.428 0.105
H 1.593616 0.253152 -2.588432 1.147 -0.451 0.007 0.109
H 3.042814 1.867386 -1.350254 -0.220 0.253 -0.157 0.121
H 2.424832 1.036454 0.002395 -0.468 0.131 0.089 0.109
H 1.823838 3.819084 -0.548609 0.677 0.191 -0.001 0.121
O 1.128467 0.520320 2.852316 0.228 -0.122 -0.121 -0.061
H 1.691027 0.163004 2.154139 0.204 -0.111 -0.053 0.001
H 0.240334 0.388932 2.504746 -0.431 0.002 0.110 -0.012
O -2.585100 3.038001 -0.344005 -0.381 0.057 0.057 -0.061
H -1.935309 3.564400 0.135425 0.097 -0.178 -0.066 0.040
H -2.152721 2.828004 -1.176354 0.150 0.396 -0.137 0.027
O -2.722677 0.398385 -1.112722 -0.138 0.107 0.009 -0.074
H -3.686413 0.341630 -1.024106 0.374 0.290 0.041 0.061
H -2.464427 1.201317 -0.611232 -0.452 -0.548 0.093 0.011
O -1.493899 -0.655451 2.264591 0.041 0.520 -0.546 -0.058
H -1.259302 -1.556831 1.999782 -0.091 -0.156 0.401 0.010
H -2.212362 -0.726242 2.892605 -0.157 -0.109 0.091 0.060
O 0.014143 -2.753415 2.751639 -0.119 0.710 0.319 -0.063
H 0.667933 -3.262840 2.271247 0.372 0.212 0.004 0.046
H 0.392291 -1.881224 3.020310 0.077 -1.034 -0.337 0.051
O -2.243828 -2.451896 -0.733458 1.190 0.867 0.994 -0.082
H -1.624043 -1.875704 -0.200801 -0.977 -1.073 -0.807 0.020
H -2.830398 -1.764026 -1.058644 -0.113 0.066 -0.188 0.000

5.
34
Properties=species:S:1:pos:R:3:forces:R:3:lowdin_charge:R:1 method="wB97M-V/def2-TZVPD" multiplicity=1 lumo_energy_ev=0.429 e_tot_ha=-689.304536 smiles=C[C@@H](CCN)NCO.O.O.O.O
C -0.398712 0.312884 -1.266299 2.776 -0.014 1.777 -0.072
C -1.195824 0.432489 -0.023918 -2.239 1.756 0.890 -0.383
C -0.529618 1.355165 1.010751 -1.262 0.990 2.349 -0.159
C 0.425969 0.682278 2.065530 -4.464 2.141 0.964 -0.223
N -0.375924 -0.299268 2.882233 0.191 -0.140 -2.704 -0.006
N -2.500036 1.119109 -0.374206 -0.646 -3.427 -1.015 0.004
C -3.018170 0.723842 -1.697355 -1.042 0.603 0.802 -0.291
O -2.478526 1.395175 -2.800852 -1.623 2.937 1.480 -0.023
H -0.299566 1.186816 -1.849302 -0.775 1.186 -0.521 0.083
H 0.661551 0.197141 -1.013395 0.015 -1.003 0.017 0.078
H -0.766948 -0.484560 -1.803071 -0.209 -1.757 -1.637 0.060
H -1.564016 -0.524090 0.439807 0.864 0.557 -0.529 0.137
H 0.033725 2.136881 0.442930 -0.536 -0.316 0.577 0.123
H -1.378811 1.852408 1.714834 1.728 -0.807 -1.996 0.156
H 0.724733 1.471677 2.779638 0.389 -0.255 -0.707 0.119
H 1.178820 0.384272 1.448794 2.659 -2.014 -0.785 0.039
H -1.407283 -0.224711 2.693677 1.614 0.121 0.619 0.108
H -0.105292 -0.140258 3.809280 -0.334 -0.024 1.603 0.052
H -2.379011 2.067229 -0.428329 0.513 2.988 0.160 0.062
H -2.925616 -0.296072 -1.842336 0.791 -2.366 0.068 0.093
H -4.112292 0.780874 -1.758679 0.088 0.953 0.399 0.122
H -2.011278 0.872499 -3.380416 1.573 -2.048 -1.671 0.041
O 1.971809 -1.723911 -2.526270 -4.664 1.816 -1.071 0.021
H 2.071714 -2.143161 -1.729017 1.672 -1.679 2.687 -0.029
H 2.626466 -1.585730 -3.130595 3.142 -0.133 -1.506 -0.009
O 0.176553 -2.664067 1.358813 0.414 1.578 1.912 -0.105
H -0.373462 -2.176968 0.744248 -0.274 -0.021 -0.270 0.004
H 0.227044 -1.978696 2.148349 -0.477 -1.519 -1.739 0.070
O 2.814945 -2.379915 0.591399 1.637 0.766 -0.479 -0.046
H 3.030210 -1.462146 0.800831 0.647 -0.008 -0.110 0.019
H 1.889892 -2.348080 0.736913 -2.110 -0.778 0.452 -0.054
O 3.599063 1.110878 0.223905 7.041 -4.690 -4.219 0.013
H 2.887752 1.506414 0.472290 -7.135 4.011 2.249 -0.100
H 3.500139 0.843605 -0.740183 0.037 0.595 1.954 0.095

6.
34
Properties=species:S:1:pos:R:3:forces:R:3:lowdin_charge:R:1 method="wB97M-V/def2-TZVPD" multiplicity=1 lumo_energy_ev=0.287 e_tot_ha=-689.323893
H 2.035774 1.982147 1.728418 -1.250 -2.018 -0.152 0.066
N 1.659067 1.063364 2.113567 1.878 1.127 1.698 0.073
C 0.854902 0.285688 1.549824 -0.034 4.458 -3.423 -0.347
N 0.216924 0.622770 0.336133 0.541 0.739 -0.793 -0.011
C -0.304294 -0.374777 -0.606646 1.565 1.582 -3.273 -0.226
C 0.760990 -1.274954 -1.315575 -0.698 -0.158 2.057 -0.183
C 1.502730 -2.199480 -0.265749 -3.687 -1.774 -2.025 -0.282
C 2.790507 -2.661764 -0.873738 1.865 -0.623 0.803 -0.152
H 0.430435 -0.493001 2.034243 -0.930 -2.870 1.523 0.054
H 0.662022 1.480499 -0.111745 -0.630 -1.714 0.782 0.107
H -0.776685 0.181772 -1.526041 0.395 -0.715 2.018 0.130
H -1.014376 -0.955649 -0.131696 -1.568 -1.217 0.825 0.062
H 0.247606 -1.890905 -2.099643 0.606 0.523 0.620 0.122
H 1.463695 -0.594088 -1.760380 0.487 0.181 -0.502 0.087
H 1.484466 -1.844382 0.759340 0.751 0.449 -0.204 0.071
H 0.731777 -3.102497 -0.169711 1.689 1.382 -0.146 0.142
H 2.687203 -3.256448 -1.846859 0.078 1.317 1.204 0.099
H 3.532363 -1.789676 -0.903346 -0.992 -1.180 -0.570 0.095
H 3.254318 -3.363845 -0.148303 0.000 0.165 -0.507 0.065
O -1.496590 2.604652 -3.383320 -1.163 -1.978 4.070 -0.139
H -1.812341 1.703417 -3.009971 0.562 1.188 -1.982 0.042
H -1.649525 2.916406 -2.426765 0.458 0.786 -1.971 0.050
O -1.015431 -2.394757 2.931790 -0.187 0.126 -0.219 -0.069
H -1.357028 -3.299824 3.048057 0.710 0.658 0.417 0.056
H -0.365862 -2.127828 3.603681 -0.510 -0.808 -0.111 0.053
O -2.569346 -0.284298 1.374985 -4.267 -2.766 0.222 -0.056
H -2.887957 -0.891683 2.117111 1.474 1.614 -1.399 0.093
H -1.804323 0.179731 1.540416 2.770 1.279 1.409 -0.039
O 2.037613 2.720984 -0.723585 -1.935 1.430 -2.381 -0.094
H 2.957903 2.490537 -0.772822 0.607 -0.059 -0.451 0.033
H 1.719822 3.110597 -1.636067 1.357 -1.221 2.657 0.124
O -3.187222 1.462789 -0.895505 3.385 -0.587 0.467 -0.079
H -3.991346 1.236711 -0.472203 -1.147 -0.418 0.731 0.008
H -2.464498 1.002274 -0.324772 -2.179 1.102 -1.395 0.043

7.
34
Properties=species:S:1:pos:R:3:forces:R:3:lowdin_charge:R:1 method="wB97M-V/def2-TZVPD" multiplicity=1 lumo_energy_ev=0.527 e_tot_ha=-689.365478 smiles="C[C@H](N)C/C=C/N.O.O.O.O.O"
C -0.298569 1.968293 -2.837723 0.680 0.839 0.397 -0.058
C -0.111277 0.903604 -1.725571 -0.168 1.426 -0.468 -0.458
N 0.855995 -0.140388 -2.072047 -0.339 -0.800 -0.027 0.042
C -1.458045 0.399026 -1.240488 -0.024 -0.547 0.158 -0.189
C -1.481700 -0.004405 0.216716 -0.831 -0.246 -1.420 -0.113
C -2.314434 -0.977884 0.601824 1.078 0.534 0.869 -0.216
N -2.466893 -1.217036 1.959931 -0.332 -0.225 1.389 0.023
H 0.208460 2.878254 -2.499732 0.371 -0.032 -0.156 0.068
H -1.302977 2.375170 -2.956406 -0.239 -0.695 -0.300 0.068
H 0.175248 1.697046 -3.781274 -0.378 -0.122 -0.147 0.069
H 0.310906 1.480124 -0.899887 0.116 -0.186 0.240 0.110
H 0.344569 -0.929328 -2.460511 0.006 -0.122 0.236 0.079
H 1.471641 0.114873 -2.836579 0.032 0.425 0.172 0.064
H -2.216379 1.170148 -1.400127 0.265 0.301 0.088 0.106
H -1.827399 -0.409123 -1.887274 0.187 -0.181 0.116 0.120
H -0.921912 0.633991 0.892515 -0.181 -0.036 0.241 0.103
H -2.679984 -1.702508 -0.105867 -0.459 0.037 0.063 0.115
H -2.352590 -0.430973 2.557861 0.227 0.969 -0.074 0.071
H -3.154173 -1.765537 2.448285 -0.240 -0.668 -1.089 0.095
O -0.867712 -3.259869 0.905590 0.621 -0.532 0.775 -0.077
H -0.467425 -2.590173 1.482982 -0.099 0.439 -0.467 0.000
H -0.860677 -3.977700 1.552871 -0.227 -0.368 -0.403 0.047
O 0.215661 -1.468098 3.619883 0.190 0.404 -0.275 -0.053
H -0.481808 -0.917390 3.250590 -0.439 -0.244 0.106 -0.001
H 0.950911 -1.166534 3.072210 0.354 -0.414 0.001 0.003
O 1.936180 1.612083 1.880688 -0.054 0.188 -0.403 -0.046
H 1.798315 2.070568 2.712504 0.019 -0.155 0.115 0.041
H 1.959716 0.669120 2.057132 0.079 -0.140 0.245 -0.007
O 3.310537 2.591502 -1.303847 0.410 1.032 -0.027 -0.049
H 3.616449 1.889074 -0.729071 -0.465 -0.390 -0.208 0.029
H 2.664908 2.314455 -1.953378 0.002 -0.606 0.247 0.006
O 1.758046 -1.254986 0.880227 0.103 0.486 0.405 -0.056
H 1.701394 -0.530421 0.241480 -0.203 -0.227 -0.303 0.013
H 1.985004 -2.024971 0.356480 -0.062 -0.146 -0.097 0.052

Number 1: molecular weight 160.21 g mol⁻¹. Number 2: molecular weight 160.21 g mol⁻¹. Number 3: molecular weight 189.23 g mol⁻¹. Number 4: molecular weight 223.22 g mol⁻¹. Number 5: molecular weight 190.24 g mol⁻¹. Number 6: molecular weight 190.24 g mol⁻¹. Number 7: molecular weight 190.24 g mol⁻¹.